1.
DFT (wB97M-V/def2-TZVPD) results for C8H10BrCdClNO2 as an isolated structure in a non-equilibrium geometry.

Last column: Löwdin charge in e.
Atoms and positions in Å:
C: -3.8894 -0.4324 0.3530  0.064
C: -3.0257 0.6341 -0.0409  -0.081
C: -1.9489 1.9114 -0.1140  -0.240
N: -0.6143 1.5351 -0.7178  -0.549
Cl: -0.7537 1.0520 -2.3690  0.716
C: 0.1601 0.5475 0.1259  -0.264
C: 1.4564 -0.1346 -0.6099  -0.193
C: 1.1691 -1.6022 -1.2958  -0.289
C: 1.5249 -2.8888 -0.3444  -0.597
Br: 0.1002 -3.1727 1.0362  0.553
C: 0.7780 1.4345 1.4025  -0.285
O: 0.0557 1.7134 2.5143  -0.149
O: 2.1579 2.0235 1.3724  -0.342
H: -4.7364 -1.0621 0.9107  0.071
H: -1.8949 2.4302 0.9334  0.125
H: -2.4482 2.6857 -0.8670  0.130
H: -0.4806 -0.3066 0.6078  0.121
H: 2.2595 -0.3320 0.2513  0.127
H: 1.9997 0.6066 -1.3669  0.134
H: 0.0560 -1.7122 -1.7110  0.112
H: 1.9017 -1.6701 -2.2358  0.131
H: 2.6300 -2.8647 0.0921  0.095
H: 1.4994 -3.8546 -1.0456  0.088
Cd: 2.0435 3.4591 3.1185  1.523

## Properties
- Net charge: +1
- E_LUMO: -8.277 eV
- E_tot: -3717.34862 hartree



2.
DFT (wB97M-V/def2-TZVPD) results for C8H10BrMgN2 as an isolated structure in a non-equilibrium geometry.

Last column: Löwdin charge in e.
Atoms and positions in Å:
Mg: 2.3693 0.4339 -3.5067  0.849
Br: 0.7456 0.6284 -2.6028  0.728
N: -0.3874 -1.0328 -0.8033  -0.143
C: 0.2587 -1.9963 -0.0963  -0.119
C: -0.6691 -2.5636 0.7315  -0.116
C: -1.8720 -2.1914 0.3002  -0.110
C: -1.7266 -1.1970 -0.6076  -0.155
H: -0.0114 -0.2827 -1.3655  -0.156
H: 1.3286 -2.0905 0.0172  0.112
H: -0.3681 -3.1680 1.5744  0.113
H: -2.7903 -2.6604 0.6213  0.116
H: -2.4594 -0.6510 -1.1832  0.128
N: 0.4225 1.8818 -0.4039  -0.129
C: -0.3179 1.0548 0.2583  -0.238
C: 0.0363 1.0577 1.5928  -0.039
C: 1.0694 2.0369 1.6963  -0.067
C: 1.4794 2.2929 0.3864  -0.125
H: 0.4980 2.0080 -1.4032  -0.047
H: -1.1641 0.6498 -0.2768  0.097
H: -0.3713 0.5783 2.4706  0.107
H: 1.5878 2.3806 2.5792  0.099
H: 2.3418 2.8307 0.0212  0.095

## Properties
- Net charge: +1
- E_LUMO: -7.496 eV
- E_tot: -3193.93313 hartree
- Energy relative to the best compared isomer or geometry (same formula, charge and spin): 295.7 kJ/mol



3.
DFT (wB97M-V/def2-TZVPD) results for a 2-piece molecular cluster, C8H10BrN overall in a non-equilibrium geometry.

Last column: Löwdin charge in e.
Atoms and positions in Å:
C: 1.8049 -1.5953 1.0961  -0.095
C: 1.8933 -1.5651 -0.2866  -0.101
C: 0.9185 -0.7563 1.7579  -0.068
C: 1.2046 -0.6099 -0.9921  -0.041
C: 0.3106 0.3236 1.0759  -0.062
C: 0.3365 0.2838 -0.3208  -0.304
C: -1.0456 2.2991 -0.3882  -0.128
C: -0.3638 1.2287 -1.0634  -0.150
N: -2.5298 -1.0030 -0.9233  -0.435
Br: -3.0204 -0.3994 0.6984  0.669
H: 2.3212 -2.2786 1.7405  0.094
H: 2.6193 -2.2026 -0.7467  0.095
H: 0.6459 -0.9520 2.7240  0.072
H: 1.3092 -0.6279 -2.1096  0.130
H: -0.3028 0.9737 1.6187  0.072
H: -1.1415 3.0756 -1.2512  0.117
H: -1.9803 1.7841 -0.0536  0.013
H: -0.4268 2.7213 0.4036  0.080
H: -0.1915 1.3232 -2.0596  0.075
H: -2.3614 -2.0230 -0.9202  -0.034

## Properties
- E_LUMO (alpha / beta): -0.138 / -1.042 eV
- E_tot: -2939.43337 hartree
- Energy relative to the best compared isomer or geometry (same formula, charge and spin): 268.1 kJ/mol



4.
DFT (wB97M-V/def2-TZVPD) results for a 2-piece molecular cluster, C8H10BrNO3 overall in a non-equilibrium geometry.

Last column: Löwdin charge in e.
Atoms and positions in Å:
O: 1.8632 0.8104 0.5458  0.115
C: 1.3616 1.2998 -0.4253  -0.555
O: 2.1309 1.7629 -1.4852  -0.495
Br: 3.6934 2.5134 -0.8628  0.853
C: -0.1237 1.4784 -0.4928  -0.060
C: -0.6691 2.7565 -0.4922  0.026
C: -2.0076 2.8940 -0.5685  -0.042
N: -2.7687 1.7999 -0.6161  0.094
C: -2.2961 0.5575 -0.6270  -0.001
C: -0.9579 0.3536 -0.5685  0.068
H: -0.0183 3.6184 -0.4302  0.142
H: -2.4851 3.8630 -0.5922  0.143
H: -3.7724 1.9241 -0.6475  0.180
H: -2.9817 -0.2759 -0.6998  0.157
H: -0.5817 -0.6766 -0.5660  0.119
C: 1.5575 -3.7516 1.0661  -0.137
C: 0.8160 -2.3966 1.0668  -0.590
O: -0.5043 -2.5908 0.9103  -0.320
H: 1.4067 -4.2870 0.1262  0.054
H: 2.6391 -3.5955 1.1888  0.052
H: 1.2206 -4.3858 1.8878  0.055
H: 1.3310 -1.7826 0.2776  0.062
H: 1.1466 -1.8893 2.0050  0.081

## Properties
- E_LUMO: -2.073 eV
- E_tot: -3165.12646 hartree
- Energy relative to the best compared isomer or geometry (same formula, charge and spin): 0.0 kJ/mol



5.
DFT (wB97M-V/def2-TZVPD) results for C8H10Cl2N3S as an isolated structure in a non-equilibrium geometry.

Last column: Löwdin charge in e.
Atoms and positions in Å:
C: -1.9461 -0.1667 0.3643  -0.276
C: -3.1153 0.1567 -0.3451  -0.872
C: 0.5423 -0.6276 -1.2686  -0.082
C: 1.4360 -1.2687 -0.2129  -0.060
C: 1.8235 1.1030 -0.2542  -0.081
C: 0.6636 0.3232 1.5482  -0.090
C: 0.4195 0.8539 -0.7373  -0.276
C: -0.3730 0.9015 0.5408  -0.589
N: -2.0051 -1.4229 0.7617  -0.303
N: -3.9214 -0.8825 -0.4912  -0.290
N: 1.7625 -0.0244 0.6183  -0.090
S: -3.3211 -2.1598 0.2505  1.044
Cl: -3.5065 1.6073 -1.1098  0.751
Cl: -0.7971 2.5702 1.0167  0.722
H: 0.9723 -0.6742 -2.2460  0.122
H: -0.4467 -1.1305 -1.2357  0.113
H: 0.9704 -2.2699 0.1660  0.181
H: 2.2805 -1.6653 -0.6713  0.104
H: 2.6027 1.1495 -0.9481  0.141
H: 2.0118 1.9832 0.3538  0.149
H: 0.8617 1.1308 2.2266  0.109
H: 0.4255 -0.6849 2.0830  0.177
H: 0.0270 1.4576 -1.5745  0.166
H: 2.6329 -0.2594 1.1648  0.229

## Properties
- Net charge: +1
- E_LUMO: -3.169 eV
- E_tot: -1793.35073 hartree
- Energy relative to the best compared isomer or geometry (same formula, charge and spin): 0.0 kJ/mol



6.
DFT (wB97M-V/def2-TZVPD) results for an isolated ion of composition C8H10ClN2O2S and charge -1 in a non-equilibrium geometry.

Last column: Löwdin charge in e.
Atoms and positions in Å:
C: -0.4761 -1.3367 -1.8874  -0.060
C: -0.4189 -1.2389 -0.3544  -0.343
C: 0.3318 -2.3558 0.4078  -0.027
C: 0.1477 0.1262 -0.1000  -0.222
C: 1.3146 0.7499 -0.3874  -0.309
C: 2.6642 0.3829 -1.0315  -0.787
O: 2.7551 -0.6935 -1.6045  -0.028
O: 3.4243 1.3244 -0.8463  -0.119
S: 1.5955 2.3290 0.3795  1.076
C: 0.0104 2.1479 1.0540  -0.746
N: -0.6750 3.0594 1.7918  -0.508
Cl: 0.1728 4.5297 1.9273  0.444
N: -0.5673 0.9705 0.7549  -0.101
C: -2.0102 0.8551 1.1754  -0.030
H: 0.6683 -1.3048 -2.1184  0.107
H: -0.9728 -0.5421 -2.4236  0.075
H: -0.9564 -2.2333 -2.0971  0.040
H: -1.4556 -1.3215 -0.1238  0.097
H: 1.2659 -2.7784 -0.1351  0.123
H: -0.3268 -3.1445 0.5593  0.042
H: 0.6942 -2.0314 1.2784  0.027
H: -2.4646 1.7969 1.3641  0.040
H: -2.7019 0.5856 0.3377  0.089
H: -2.0193 0.1235 2.0794  0.121

## Properties
- Net charge: -1
- E_LUMO: 3.182 eV
- SMILES: CC(C)c1c(C(=O)[O-])s/c(=N\Cl)n1C
- E_tot: -1429.21232 hartree
- Energy relative to the best compared isomer or geometry (same formula, charge and spin): 0.0 kJ/mol



> Which of these has the lowest E_tot?

C8H10BrCdClNO2